C3H9N3 | the ωB97M-V functional and the def2-TZVPD basis

The HOMO-LUMO gap is 8.70 eV. For the total energy, the calculation gives -283.92604 hartree. The SMILES is [H]/N=C/N.C=CN. For the molar mass, the calculation gives 87.126 g mol⁻¹. The multiplicity is 1.

Last column: Löwdin charge in e.
Geometry (Å):
H (1.95, 0.07, 0.97)  0.046
N (1.33, -0.72, 0.87)  0.043
C (0.57, -1.27, 1.73)  -0.383
N (0.04, -2.48, 1.34)  0.068
H (0.20, -0.86, 2.66)  0.114
H (-0.63, -3.01, 1.86)  0.080
H (0.50, -2.88, 0.55)  0.089
C (0.36, 1.40, -2.03)  -0.063
C (-0.80, 1.73, -1.47)  -0.297
N (-1.13, 1.20, -0.22)  0.027
H (1.05, 0.62, -1.75)  0.031
H (0.59, 1.89, -3.02)  0.047
H (-1.47, 2.51, -1.88)  0.105
H (-0.51, 0.54, 0.23)  0.028
H (-2.06, 1.26, 0.16)  0.066